Formula: C9H14
Source: OMol25
Level of theory: the ωB97M-V functional and the def2-TZVPD basis

Properties
energy relative to the best compared isomer or geometry (same formula, charge and spin): 18.1 kJ/mol
strongest force on any atom: 0.7 eV/A
total charge: 0
LUMO level: 1.05 eV
E_HOMO: -9.06 eV
structure (SMILES): Cc1ccccc1.CC
calculated total energy: -9559.9939 eV

```
23
Properties=species:S:1:pos:R:3:forces:R:3
C 0.1852 1.4987 -2.1181 -0.3028 -0.4889 -0.3124
C -0.0290 0.1070 -1.5717 0.1131 0.2512 0.0842
C -1.2278 -0.5657 -1.7772 -0.2437 -0.1598 -0.1454
C -1.4569 -1.8336 -1.2518 0.1010 0.3445 -0.2014
C -0.4657 -2.4563 -0.5122 0.1191 0.1614 0.0455
C 0.7289 -1.7856 -0.2951 0.0383 -0.4942 0.1023
C 0.9567 -0.5258 -0.8212 -0.0878 -0.1281 0.2531
H 1.2060 1.8193 -1.9183 -0.1416 0.2768 -0.0201
H -0.5600 2.1965 -1.7392 0.2014 0.1279 0.4079
H -0.0040 1.5044 -3.1922 0.2983 -0.0602 -0.1420
H -2.0087 -0.1089 -2.3831 0.1250 0.0469 0.1346
H -2.4096 -2.2986 -1.4493 -0.0737 -0.2151 0.0579
H -0.5831 -3.4447 -0.0943 -0.2056 -0.0797 -0.0153
H 1.4840 -2.2949 0.2949 0.0890 0.2102 -0.0468
H 1.8991 -0.0484 -0.5825 -0.0112 0.2058 -0.2161
C -0.3184 1.3639 2.0832 0.1923 0.0188 -0.2579
C 0.8935 0.6976 2.7547 -0.0689 -0.0723 0.2030
H -0.3583 2.4368 2.2733 0.0280 -0.0243 0.1157
H -0.3156 1.2542 0.9934 0.0215 -0.1506 0.2054
H -1.2369 0.9277 2.4574 -0.2470 0.0014 -0.0315
H 1.5960 0.2524 2.0491 -0.0584 0.1237 -0.0699
H 0.5866 -0.1069 3.4301 -0.0188 0.0688 -0.1290
H 1.4382 1.4107 3.3701 0.1325 0.0360 -0.0217
```
Positions in Å, forces in eV/Å.